The following is a DFT calculation (the ωB97M-V functional and the def2-TZVPD basis) of 9 unconnected molecules or ions with the total composition C36H54O27 at a distorted geometry.

```
117
C36H54O27 | OMol25 | the ωB97M-V functional and the def2-TZVPD basis
C -5.10 0.94 -3.63
C -4.74 -0.28 -4.49
C -3.49 -0.13 -5.30
O -2.61 -1.07 -4.67
C -3.21 -1.72 -3.71
O -2.66 -2.61 -3.08
O -4.43 -1.28 -3.54
H -5.15 1.82 -4.27
H -4.35 1.22 -2.88
H -6.02 0.79 -3.06
H -5.64 -0.54 -5.05
H -3.07 0.87 -5.20
H -3.73 -0.46 -6.31
C -3.15 1.79 3.21
C -3.83 1.84 1.82
C -4.69 3.09 1.52
O -4.41 3.36 0.20
C -3.33 2.67 -0.25
O -2.78 2.80 -1.33
O -2.91 1.89 0.73
H -3.80 1.61 4.07
H -2.52 2.66 3.35
H -2.48 0.93 3.23
H -4.46 0.96 1.74
H -4.47 3.95 2.14
H -5.74 2.81 1.59
C -0.60 2.93 -4.33
C 0.53 2.04 -4.91
C 1.86 2.24 -4.40
O 2.34 0.97 -4.04
C 1.37 0.10 -4.14
O 1.50 -1.03 -3.83
O 0.24 0.71 -4.48
H -0.37 3.99 -4.44
H -0.76 2.82 -3.26
H -1.53 2.78 -4.87
H 0.46 2.00 -6.00
H 1.85 2.79 -3.45
H 2.62 2.73 -5.02
C 4.38 -0.88 2.89
C 5.46 -1.69 3.62
C 5.66 -1.27 5.06
O 5.78 -2.57 5.63
C 5.53 -3.52 4.81
O 5.54 -4.74 5.06
O 5.04 -2.98 3.69
H 4.41 -1.00 1.81
H 4.51 0.19 3.04
H 3.34 -1.07 3.17
H 6.37 -1.85 3.02
H 4.77 -0.70 5.32
H 6.57 -0.68 5.13
C -1.54 -0.89 0.01
C -0.38 -0.68 -0.92
C 0.16 0.71 -1.10
O 1.57 0.52 -0.89
C 1.80 -0.72 -0.46
O 2.91 -1.14 -0.06
O 0.69 -1.37 -0.28
H -2.41 -0.35 -0.37
H -1.29 -0.49 0.99
H -1.82 -1.93 0.20
H -0.52 -1.09 -1.92
H -0.19 1.39 -0.32
H -0.02 1.29 -2.00
C 1.61 2.51 1.69
C 2.02 3.44 2.84
C 0.96 3.60 3.99
O 1.67 3.17 5.13
C 2.88 2.69 4.81
O 3.68 2.16 5.61
O 3.02 2.72 3.51
H 1.42 1.51 2.08
H 2.39 2.52 0.92
H 0.72 2.93 1.23
H 2.36 4.43 2.52
H 0.15 2.88 3.83
H 0.56 4.61 3.98
C -4.49 -2.88 -0.06
C -5.97 -2.43 -0.05
C -6.72 -2.41 -1.43
O -7.86 -3.14 -1.29
C -7.91 -3.66 -0.05
O -8.91 -4.28 0.33
O -6.82 -3.41 0.65
H -3.93 -2.10 -0.58
H -4.25 -3.76 -0.65
H -4.08 -3.07 0.93
H -6.02 -1.48 0.48
H -6.12 -2.86 -2.23
H -6.90 -1.36 -1.67
C 4.77 1.44 -1.05
C 5.62 1.23 -2.26
C 5.77 2.45 -3.16
O 7.13 2.60 -3.27
C 7.80 1.79 -2.41
O 9.02 1.78 -2.20
O 6.94 1.00 -1.79
H 4.90 0.69 -0.27
H 3.73 1.58 -1.34
H 4.95 2.41 -0.59
H 5.33 0.34 -2.82
H 5.38 3.32 -2.63
H 5.27 2.20 -4.09
C 1.80 -3.82 1.78
C 0.64 -4.35 2.60
C 0.59 -4.00 4.04
O -0.79 -3.75 4.23
C -1.35 -3.50 3.06
O -2.48 -3.07 2.94
O -0.49 -3.72 2.09
H 2.81 -4.03 2.13
H 1.82 -2.73 1.76
H 1.73 -4.17 0.75
H 0.57 -5.42 2.46
H 1.24 -3.15 4.26
H 0.80 -4.95 4.54
```

Computed properties:
F_max   5.78 eV/A
Gap between HOMO and LUMO   0.3709 Eh
Highest occupied orbital energy   -10.4 eV
Charge   0
M   918.8 g mol⁻¹
Total energy   -3435.69521 Ha

Atom charges from the Mulliken analysis, given in e for atoms 1 to 2: -1.42, 0.33

=====

The following is a DFT calculation (the ωB97M-V functional and the def2-TZVPD basis) of a gas-phase ion, C5H12NO (charge -1) at a distorted geometry.

```
19
C5H12NO | OMol25 | the ωB97M-V functional and the def2-TZVPD basis
C 1.95 1.08 1.59
N 1.61 0.58 0.28
C 0.21 0.21 0.08
C -0.70 1.42 -0.14
C 0.06 -0.84 -1.01
C -1.44 -1.27 -1.08
O -1.92 -1.54 0.14
H 1.13 1.70 1.98
H 1.85 0.24 2.30
H 2.88 1.58 1.82
H 1.95 1.20 -0.44
H -0.16 -0.29 0.98
H -1.69 1.00 0.06
H -0.50 2.14 0.66
H -0.75 1.91 -1.12
H 0.65 -1.71 -0.73
H 0.33 -0.34 -1.96
H -1.61 -2.10 -1.81
H -1.90 -0.43 -1.69
```

Computed properties:
F_max   2.53 eV/A
Gap between HOMO and LUMO   0.2260 Eh
Highest occupied orbital energy   -2.3 eV
Charge   -1
M   102.2 g mol⁻¹
Total energy   -327.66198 Ha

Atom charges from the Mulliken analysis, given in e for atoms 1 to 2: -0.80, -0.33

=====

The following is a DFT calculation (the ωB97M-V functional and the def2-TZVPD basis) of 8 unconnected molecules or ions with the total composition C17H36F15N3O18S5 at a distorted geometry.

```
94
C17H36F15N3O18S5 | OMol25 | the ωB97M-V functional and the def2-TZVPD basis
C -16.60 18.57 -12.13
C -17.50 19.13 -11.07
C -18.88 18.53 -11.10
O -19.61 18.96 -10.01
C -20.82 18.34 -9.72
N -16.78 18.89 -9.78
H -17.33 19.11 -8.94
H -16.48 17.93 -9.55
H -15.92 19.47 -9.79
H -16.50 17.49 -12.03
H -15.60 19.00 -12.06
H -16.98 18.76 -13.14
H -17.69 20.21 -11.12
H -18.97 17.44 -11.25
H -19.36 18.91 -12.03
H -21.56 18.62 -10.50
H -21.26 18.68 -8.79
H -20.83 17.25 -9.71
C -22.30 15.65 -11.93
C -23.74 15.51 -11.53
C -24.69 16.12 -12.53
O -25.97 16.29 -11.95
C -26.86 16.85 -12.81
N -24.16 14.08 -11.26
H -23.83 13.42 -11.99
H -23.83 13.78 -10.32
H -25.17 14.00 -11.37
H -22.09 14.84 -12.66
H -21.59 15.27 -11.20
H -22.05 16.66 -12.20
H -23.86 15.88 -10.51
H -24.81 15.44 -13.40
H -24.24 17.04 -12.90
H -27.05 16.24 -13.70
H -26.55 17.85 -13.15
H -27.82 16.98 -12.30
C -12.65 20.21 -15.90
C -13.08 18.91 -15.39
C -11.90 18.00 -15.04
O -11.34 18.55 -13.88
C -10.33 17.76 -13.29
N -14.01 19.03 -14.24
H -13.56 19.31 -13.35
H -14.70 19.72 -14.56
H -14.59 18.21 -14.07
H -13.46 20.88 -16.21
H -12.06 20.16 -16.81
H -12.05 20.70 -15.12
H -13.57 18.25 -16.12
H -11.14 18.04 -15.83
H -12.20 16.97 -14.87
H -10.61 17.49 -12.28
H -9.39 18.33 -13.24
H -10.08 16.84 -13.83
C -23.97 16.87 -7.46
F -23.18 17.60 -6.67
F -25.16 16.82 -6.92
F -24.04 17.52 -8.66
S -23.22 15.19 -7.72
O -21.93 15.36 -8.32
O -23.24 14.69 -6.36
O -24.17 14.47 -8.59
C -12.78 17.09 -9.80
F -12.44 16.85 -8.55
F -11.83 16.52 -10.62
F -13.95 16.53 -10.06
S -12.79 18.91 -10.18
O -13.13 18.93 -11.61
O -13.86 19.47 -9.38
O -11.47 19.33 -9.82
C -20.27 22.08 -11.45
F -21.24 21.29 -11.98
F -20.85 23.24 -11.11
F -19.78 21.51 -10.35
S -18.91 22.27 -12.73
O -17.75 22.62 -11.92
O -18.85 20.95 -13.33
O -19.40 23.32 -13.58
C -17.55 17.83 -5.62
F -18.84 17.47 -5.56
F -17.59 19.18 -5.87
F -16.96 17.65 -4.42
S -16.66 16.95 -7.00
O -16.23 15.73 -6.39
O -17.66 16.78 -8.03
O -15.60 17.91 -7.32
C -17.31 14.73 -10.84
F -17.65 15.25 -12.09
F -16.54 15.63 -10.27
F -18.45 14.63 -10.17
S -16.51 13.08 -11.12
O -15.35 13.42 -11.92
O -16.21 12.67 -9.78
O -17.56 12.35 -11.80
```

Computed properties:
F_max   3.22 eV/A
Gap between HOMO and LUMO   0.2492 Eh
Highest occupied orbital energy   -4.1 eV
Charge   -2
M   1015.8 g mol⁻¹
Total energy   -5676.99208 Ha

Atom charges from the Mulliken analysis, given in e for atoms 1 to 2: -1.66, 0.57

=====

The following is a DFT calculation (the ωB97M-V functional and the def2-TZVPD basis) of 2 unconnected molecules or ions with the total composition C4H12.

```
16
C4H12 | OMol25 | the ωB97M-V functional and the def2-TZVPD basis
C 0.14 -1.77 1.17
C 1.34 -1.39 2.03
H 0.13 -2.80 0.86
H -0.77 -1.65 1.78
H 0.08 -1.09 0.33
H 1.30 -0.33 2.27
H 2.30 -1.63 1.56
H 1.36 -1.90 2.99
C -0.25 0.99 -1.78
C -1.20 2.15 -1.50
H -0.79 0.07 -1.60
H 0.17 0.99 -2.78
H 0.59 1.02 -1.07
H -0.72 3.12 -1.60
H -1.60 2.08 -0.49
H -2.07 2.14 -2.15
```

Computed properties:
F_max   0.79 eV/A
Gap between HOMO and LUMO   0.4750 Eh
Highest occupied orbital energy   -11.8 eV
Charge   0
M   60.1 g mol⁻¹
Total energy   -159.58269 Ha

Atom charges from the Mulliken analysis, given in e for atoms 1 to 2: -0.34, -0.94

=====

The following is a DFT calculation (the ωB97M-V functional and the def2-TZVPD basis) of 5 unconnected molecules or ions with the total composition C33H34Br2F4N2O17 at a distorted geometry.

```
92
C33H34Br2F4N2O17 | OMol25 | the ωB97M-V functional and the def2-TZVPD basis
C -4.08 2.55 -2.28
C -3.77 1.50 -3.43
O -2.37 1.22 -3.55
C -1.86 0.51 -2.47
C -2.45 -0.83 -2.16
C -2.01 -1.66 -1.02
C -2.74 -3.02 -0.79
C -3.81 -2.99 0.39
C -4.64 -1.64 0.47
N -4.16 -0.88 1.68
C -0.91 -1.13 -0.17
N -0.43 -1.96 0.94
C -1.07 -1.71 1.98
O -1.49 -1.61 3.06
C -0.33 0.20 -0.47
C -0.77 1.05 -1.63
C -0.06 2.43 -1.89
O -0.60 3.20 -2.65
C 1.31 2.78 -1.20
C 2.22 3.94 -1.70
Br 3.99 3.45 -2.42
C 1.90 5.27 -1.68
C 2.82 6.44 -2.14
Br 0.12 5.82 -1.01
C 1.70 2.00 -0.13
C 3.06 2.22 0.64
C 2.93 3.59 1.47
O 2.72 3.23 2.87
C 0.80 0.83 0.42
O 0.94 0.43 1.56
H -3.60 3.55 -2.49
H -3.78 2.15 -1.27
H -5.20 2.68 -2.27
H -4.12 1.95 -4.40
H -4.42 0.59 -3.24
H -3.27 -1.20 -2.82
H -3.33 -3.24 -1.74
H -2.05 -3.90 -0.66
H -3.27 -3.25 1.35
H -4.57 -3.82 0.23
H -4.59 -1.03 -0.47
H -5.73 -1.88 0.69
H -4.97 -0.37 2.08
H -3.47 -0.19 1.33
H 3.33 6.92 -1.25
H 2.19 7.26 -2.62
H 3.58 6.15 -2.91
H 3.96 2.17 -0.02
H 3.20 1.41 1.42
H 2.03 4.15 1.10
H 3.87 4.20 1.37
H 1.77 3.38 3.06
O 7.52 3.89 -1.98
C 7.55 3.64 -3.14
O 7.26 2.41 -3.66
C 7.28 2.55 -5.08
C 8.17 3.75 -5.26
F 7.81 4.46 -6.36
O 7.90 4.53 -4.11
H 6.27 2.72 -5.45
H 7.69 1.66 -5.55
H 9.24 3.52 -5.31
O -7.61 -0.42 3.18
C -7.38 -1.45 3.73
O -7.70 -1.71 5.03
C -7.38 -3.08 5.26
C -6.34 -3.35 4.21
F -6.40 -4.63 3.79
O -6.74 -2.50 3.15
H -8.27 -3.69 5.13
H -6.99 -3.22 6.27
H -5.32 -3.10 4.51
O -3.93 -4.89 5.66
C -3.15 -5.21 4.82
O -3.21 -4.80 3.52
C -2.04 -5.29 2.88
C -1.66 -6.45 3.75
F -0.32 -6.62 3.77
O -2.09 -6.04 5.03
H -1.28 -4.50 2.87
H -2.25 -5.59 1.85
H -2.15 -7.39 3.48
O 7.44 -2.11 -2.65
C 6.87 -1.71 -1.69
O 6.66 -2.45 -0.56
C 6.07 -1.57 0.40
C 5.47 -0.50 -0.47
F 5.49 0.70 0.15
O 6.35 -0.45 -1.57
H 6.85 -1.18 1.06
H 5.33 -2.09 1.00
H 4.46 -0.73 -0.82
```

Computed properties:
F_max   2.59 eV/A
Gap between HOMO and LUMO   0.2884 Eh
Highest occupied orbital energy   -9.1 eV
Charge   0
M   966.4 g mol⁻¹
Total energy   -8213.87540 Ha

Atom charges from the Mulliken analysis, given in e for atoms 1 to 2: -0.89, -0.34

=====

Repeat the second record exactly.
The following is a DFT calculation (the ωB97M-V functional and the def2-TZVPD basis) of a gas-phase ion, C5H12NO (charge -1) at a distorted geometry.

```
19
C5H12NO | OMol25 | the ωB97M-V functional and the def2-TZVPD basis
C 1.95 1.08 1.59
N 1.61 0.58 0.28
C 0.21 0.21 0.08
C -0.70 1.42 -0.14
C 0.06 -0.84 -1.01
C -1.44 -1.27 -1.08
O -1.92 -1.54 0.14
H 1.13 1.70 1.98
H 1.85 0.24 2.30
H 2.88 1.58 1.82
H 1.95 1.20 -0.44
H -0.16 -0.29 0.98
H -1.69 1.00 0.06
H -0.50 2.14 0.66
H -0.75 1.91 -1.12
H 0.65 -1.71 -0.73
H 0.33 -0.34 -1.96
H -1.61 -2.10 -1.81
H -1.90 -0.43 -1.69
```

Computed properties:
F_max   2.53 eV/A
Gap between HOMO and LUMO   0.2260 Eh
Highest occupied orbital energy   -2.3 eV
Charge   -1
M   102.2 g mol⁻¹
Total energy   -327.66198 Ha

Atom charges from the Mulliken analysis, given in e for atoms 1 to 2: -0.80, -0.33

=====

Q: Which formula does entry 4 have?
A: C4H12